# C21H23N2NiO12

C21H23N2NiO12 as an isolated structure in a non-equilibrium geometry (the ωB97M-V functional and the def2-TZVPD basis, OMol25).

**Charge**: -3
**Expectation value of S²**: 2.0033
**Spin multiplicity**: 3
**E_LUMO (spin up / spin down)**: 5.65 / 5.65 eV

Atoms and positions in Å:
Ni  0.172  -2.149  0.404
N  1.136  -5.189  -0.173
O  1.264  -5.138  -1.422
O  1.336  -6.295  0.417
O  0.732  -4.182  0.496
C  -0.325  -1.117  4.491
C  0.600  -0.621  5.471
C  2.135  -0.456  5.042
O  2.937  -0.182  5.934
C  2.481  -0.661  3.661
C  1.576  -1.240  2.806
C  0.140  -1.425  3.232
O  -0.660  -1.871  2.334
O  1.912  -1.520  1.612
O  0.415  -0.372  6.650
H  -1.366  -1.096  4.782
H  3.475  -0.363  3.350
C  1.079  -2.626  -3.663
C  0.343  -3.316  -4.691
C  -1.161  -3.638  -4.408
O  -1.839  -4.131  -5.314
C  -1.683  -3.392  -3.092
C  -0.934  -2.735  -2.137
C  0.491  -2.299  -2.470
O  1.153  -1.711  -1.531
O  -1.411  -2.581  -0.954
O  0.826  -3.686  -5.761
H  2.094  -2.324  -3.884
H  -2.704  -3.678  -2.879
C  1.742  2.697  -0.016
C  0.373  2.586  0.681
C  -0.314  3.955  0.713
C  -1.014  4.245  -0.614
C  -1.992  3.127  -0.939
C  -1.387  1.720  -1.068
N  -0.497  1.572  0.101
O  0.015  0.260  0.159
C  -2.541  0.747  -0.959
C  -0.622  1.511  -2.382
C  0.621  2.191  2.143
H  1.648  3.060  -1.046
H  2.273  1.748  0.037
H  2.321  3.526  0.406
H  -1.046  3.956  1.523
H  0.409  4.766  0.819
H  -0.286  4.418  -1.414
H  -1.571  5.187  -0.529
H  -2.639  3.323  -1.799
H  -2.663  3.120  -0.074
H  -2.987  0.711  -1.961
H  -2.261  -0.274  -0.689
H  -3.341  0.984  -0.252
H  -0.457  0.466  -2.646
H  -1.163  1.974  -3.217
H  0.344  2.018  -2.364
H  1.255  1.305  2.106
H  -0.254  1.804  2.673
H  1.029  3.010  2.735
H  0.795  0.281  -0.430

Results of the Mulliken charge analysis, in e, for atoms 1 through 6: Ni 1.1768; N 0.8115; O -0.5755; O -0.7111; O -0.5616; C -1.0678

# C6H4BrN3

One molecule with the formula C6H4BrN3 in a non-equilibrium geometry (the ωB97M-V functional and the def2-TZVPD basis, OMol25).

**Charge**: 0
**ΔE to the lowest compared entry with this formula, charge and spin**: 47.89 kcal per mole
**E_LUMO (spin up / spin down)**: 0.11 / 0.11 eV

Atoms and positions in Å:
C  -1.185  0.772  1.110
C  -0.210  1.754  0.766
C  -1.119  -0.468  0.582
C  0.750  1.436  -0.124
C  -0.058  -0.902  -0.286
C  0.091  -2.158  -0.751
N  0.865  0.191  -0.665
N  1.824  -1.303  -1.796
N  1.902  -0.105  -1.525
Br  -0.253  -3.912  -0.643
H  -1.984  1.037  1.789
H  -0.256  2.739  1.193
H  -1.864  -1.215  0.814
H  1.498  2.135  -0.464

Results of the Mulliken charge analysis, in e, for atoms 1 through 6: C -0.1505; C -0.6944; C -0.7279; C -0.0152; C 0.9267; C -0.4256

# C18H22N4O2

A 2-piece molecular cluster, C18H22N4O2 overall in a non-equilibrium geometry (the ωB97M-V functional and the def2-TZVPD basis, OMol25).

**Charge**: 0
**ΔE to the lowest compared entry with this formula, charge and spin**: 72.63 kcal per mole
**E_LUMO**: -2.69 eV

Atoms and positions in Å:
C  0.673  -2.669  -1.312
C  0.406  -2.690  0.124
C  -0.783  -2.516  0.834
C  -0.836  -2.876  2.239
C  0.293  -3.614  2.889
C  -1.947  -2.555  3.000
C  -3.071  -1.928  2.448
C  -4.221  -1.549  3.327
C  -3.078  -1.680  1.070
C  -1.988  -1.965  0.256
C  -2.102  -1.680  -1.208
H  1.613  -3.208  -1.505
H  -0.107  -3.094  -1.958
H  0.839  -1.617  -1.588
H  1.258  -3.037  0.703
H  0.116  -3.670  3.969
H  0.373  -4.643  2.511
H  1.253  -3.114  2.726
H  -1.948  -2.802  4.064
H  -5.023  -1.100  2.735
H  -4.619  -2.427  3.852
H  -3.907  -0.829  4.096
H  -3.975  -1.244  0.618
H  -3.095  -1.258  -1.418
H  -1.342  -0.960  -1.546
H  -2.012  -2.602  -1.803
C  2.099  4.151  1.236
N  1.931  3.449  -0.010
C  2.205  4.235  -1.135
O  2.552  5.407  -1.035
N  2.065  3.618  -2.404
C  2.345  4.422  -3.587
C  1.674  2.326  -2.483
C  1.384  1.519  -1.341
C  1.506  2.091  -0.014
O  1.269  1.473  1.017
N  1.033  0.285  -1.777
C  1.111  0.366  -3.150
N  1.500  1.599  -3.615
H  1.871  3.477  2.053
H  3.126  4.512  1.309
H  1.435  5.017  1.254
H  2.184  3.774  -4.445
H  1.666  5.280  -3.613
H  3.378  4.777  -3.552
H  0.894  -0.453  -3.830

Results of the Mulliken charge analysis, in e, for atoms 1 through 6: C -0.6955; C 0.0322; C 0.7969; C 1.1769; C -1.8191; C -0.9594

# H28N6O14S3

A 11-piece molecular cluster, H28N6O14S3 overall in a non-equilibrium geometry (the ωB97M-V functional and the def2-TZVPD basis, OMol25).

**Charge**: 0
**E_LUMO**: -1.20 eV

Atoms and positions in Å:
N  7.218  -4.359  -7.539
H  8.117  -3.902  -7.410
H  7.366  -4.934  -8.428
H  6.431  -3.655  -7.674
H  7.041  -5.006  -6.779
N  4.858  -7.952  -6.588
H  3.966  -8.358  -6.865
H  5.542  -8.216  -7.310
H  5.297  -8.305  -5.737
H  4.810  -6.905  -6.563
N  0.826  -10.116  -8.010
H  0.810  -10.287  -7.009
H  0.144  -9.430  -8.321
H  0.622  -10.985  -8.501
H  1.781  -9.759  -8.271
N  2.597  -6.663  -9.692
H  2.650  -5.681  -9.260
H  2.735  -7.360  -8.959
H  3.278  -6.821  -10.425
H  1.636  -6.769  -10.007
N  6.079  -9.002  -11.757
H  5.338  -8.437  -12.155
H  6.910  -8.374  -11.520
H  6.360  -9.656  -12.482
H  5.775  -9.499  -10.892
N  7.588  -10.430  -9.152
H  6.604  -10.644  -9.461
H  7.719  -9.395  -9.033
H  8.297  -10.787  -9.783
H  7.623  -10.859  -8.229
S  3.642  -10.666  -9.558
O  3.436  -11.718  -8.573
O  2.916  -10.910  -10.793
O  3.168  -9.351  -9.011
O  5.089  -10.563  -9.871
S  7.941  -6.907  -9.916
O  9.267  -6.759  -9.308
O  7.135  -7.897  -9.159
O  7.265  -5.605  -9.835
O  8.028  -7.358  -11.324
S  3.838  -4.180  -7.384
O  4.304  -5.466  -6.837
O  2.929  -4.434  -8.507
O  3.008  -3.545  -6.360
O  4.932  -3.313  -7.820
O  4.245  -5.008  -4.091
H  4.501  -4.083  -4.081
H  3.954  -5.162  -5.006
O  5.950  -9.491  -4.301
H  5.134  -9.982  -4.151
H  6.628  -10.005  -3.852

Results of the Mulliken charge analysis, in e, for atoms 1 through 6: N -0.3225; H 0.3966; H 0.1852; H 0.3820; H 0.3156; N -0.1142

# C2H2FOYb

C2H2FOYb as an isolated structure in a non-equilibrium geometry (the ωB97M-V functional and the def2-TZVPD basis, OMol25).

**Charge**: 0
**ΔE to the lowest compared entry with this formula, charge and spin**: 38.32 kcal per mole
**Expectation value of S²**: 0.7525
**Spin multiplicity**: 2
**E_LUMO (spin up / spin down)**: 0.15 / -0.68 eV

Atoms and positions in Å:
C  0.367  -0.154  -1.516
C  -0.832  0.227  -0.873
O  0.202  1.205  -0.688
H  0.617  -0.176  -2.577
F  1.191  -0.969  -0.742
H  -1.660  0.580  -1.502
Yb  -0.572  -0.151  1.762

Results of the Mulliken charge analysis, in e, for atoms 1 through 6: C 0.5039; C -0.9598; O -0.3453; H 0.3092; F -0.2346; H 0.1903

# BrH14O7

A 8-piece molecular cluster, BrH14O7 overall in a non-equilibrium geometry (the ωB97M-V functional and the def2-TZVPD basis, OMol25).

**Charge**: -1
**ΔE to the lowest compared entry with this formula, charge and spin**: 48.19 kcal per mole
**E_LUMO**: 3.26 eV

Atoms and positions in Å:
Br  0.389  -0.096  0.022
O  -0.076  -3.737  0.304
H  0.764  -4.272  0.564
H  0.226  -2.789  0.324
O  0.796  -1.043  -3.069
H  0.830  -0.839  -2.139
H  -0.085  -0.821  -3.615
O  1.137  -0.463  3.309
H  1.159  -0.051  2.408
H  0.647  -1.293  3.154
O  -0.169  3.041  -1.100
H  -0.181  3.515  -0.338
H  -0.143  2.152  -0.709
O  2.851  1.749  1.137
H  2.370  1.038  0.869
H  3.839  1.554  1.258
O  -2.692  1.485  0.377
H  -1.800  1.542  0.442
H  -3.047  2.406  0.357
O  -2.722  -1.156  -1.295
H  -2.251  -0.560  -0.703
H  -1.832  -1.361  -1.559

Results of the Mulliken charge analysis, in e, for atoms 1 through 6: Br -0.9019; O -0.6411; H 0.3067; H 0.3385; O -0.6217; H 0.3520